C8H18ClIO3PTi | wB97M-V/def2-TZVPD

## Properties
Total charge   +3
Orbital gap   6.7 eV
Calculated total energy   -2488.9529 a.u.
Relative energy (zero: lowest compared OMol25 entry of this formula, charge and spin)   35.2 kJ/mol

Each line ends with the Löwdin charge.
Atoms and positions in Å:
C (4.484, 0.171, 2.140)  0.102
C (3.749, 0.758, 1.071)  0.067
H (5.303, 0.806, 2.485)  0.169
H (4.884, -0.789, 1.766)  0.159
H (3.772, -0.058, 2.941)  0.148
O (3.393, 1.681, 0.444)  0.325
I (-0.620, 0.095, 3.458)  0.790
Ti (-0.472, -0.253, 0.955)  0.153
P (0.295, -0.030, -1.467)  0.762
C (-0.063, 1.284, -2.660)  -0.194
C (2.106, -0.076, -1.549)  -0.245
H (-0.484, -2.320, -1.913)  0.051
H (0.617, -1.684, -3.177)  0.090
H (-1.093, -1.127, -3.113)  0.072
C (-0.226, -1.436, -2.511)  -0.199
H (2.517, -0.840, -0.882)  0.021
H (2.383, -0.327, -2.581)  0.091
H (0.761, 1.347, -3.387)  0.094
H (-0.187, 2.251, -2.170)  0.051
H (2.526, 0.898, -1.282)  0.036
H (-0.983, 1.030, -3.199)  0.074
C (-0.188, 1.656, 0.613)  -0.197
O (-0.289, 2.803, 0.346)  0.216
Cl (0.813, -2.129, 0.868)  0.193
C (-3.967, 0.111, 2.263)  -0.082
C (-3.750, -0.850, 1.124)  -0.162
O (-2.438, -0.585, 0.484)  -0.220
H (-3.299, -0.083, 3.113)  -0.013
H (-5.009, -0.030, 2.574)  0.120
H (-3.839, 1.145, 1.940)  0.098
H (-3.694, -1.902, 1.447)  0.152
H (-4.490, -0.744, 0.329)  0.149
H (-2.515, -0.774, -0.471)  0.129